C21H23BiClINO7S2Sb | ωB97M-V with the def2-TZVPD basis set

Properties
Total energy, Ha: -3404.49050
Charge: 0
Gap between HOMO and LUMO, eV: 5.467
Relative energy (zero: lowest compared OMol25 entry of this formula, charge and spin), eV: 1.010
HOMO level, Eh: -0.258

```
58
Properties=species:S:1:pos:R:3:mulliken_charge:R:1
Bi -0.64542 1.48769 -1.89339 1.173
Cl 4.24667 6.25003 -0.08815 -0.253
C 3.43998 4.88241 -0.80301 0.218
C 4.24774 3.74353 -0.99425 -0.446
C 3.66115 2.61691 -1.59197 -0.901
I 4.78354 1.06080 -2.24000 0.167
C 2.25063 2.44927 -1.52647 1.185
O 1.69941 1.24156 -1.61101 -0.541
C 1.43795 3.58741 -1.34240 0.099
N 0.06926 3.55227 -1.38096 -0.130
C -0.63547 4.64993 -1.13548 -0.040
C -0.04575 5.93605 -1.08704 -0.892
C 1.29373 6.03768 -1.04433 -0.548
C 2.08281 4.82980 -1.04740 0.359
H 5.31442 3.78274 -0.70194 0.378
H -1.70302 4.52152 -0.94924 0.479
H -0.75200 6.79282 -1.14443 0.362
H 1.90600 6.94228 -1.00353 0.441
O -2.93625 -0.34026 -1.99538 -0.670
S -3.60809 0.70231 -1.18328 1.360
O -4.97698 1.02902 -1.47147 -0.627
O -2.67225 1.98677 -1.19302 -0.621
C -3.59740 0.29390 0.67173 0.196
C -4.79099 -0.23800 1.09748 -0.509
C -5.03574 -0.49384 2.46602 -0.647
C -4.07228 -0.07027 3.38579 -0.536
C -2.92172 0.53719 2.96143 -0.831
C -2.56692 0.53786 1.61836 0.483
S -0.74627 0.84103 1.47287 1.140
O -0.65684 2.27981 1.52106 -0.648
O -0.06535 0.06523 2.47303 -0.630
O -0.41413 0.29132 0.02116 0.285
H -5.57842 -0.46113 0.40573 0.465
H -5.93172 -1.01818 2.74135 0.430
H -4.18519 -0.24390 4.47574 0.342
H -2.14944 0.96729 3.65620 0.383
C 2.93638 -3.28190 -2.45641 -1.069
C 1.85128 -3.91999 -1.61724 -0.794
Sb 0.74388 -2.40698 -0.40630 0.028
C 1.39492 -2.71035 1.72012 -0.750
C 2.49881 -3.77253 1.79989 -1.092
C -1.20320 -3.35668 -0.12278 -0.705
C -1.09210 -4.84177 0.22807 -0.925
H 3.61964 -4.02321 -2.82027 0.378
H 3.57192 -2.48231 -1.93850 0.171
H 2.49049 -2.76401 -3.28776 0.321
H 2.21523 -4.48776 -0.75516 0.365
H 1.14910 -4.51367 -2.20403 0.413
H 0.45407 -3.06698 2.18715 0.384
H 1.71368 -1.72243 2.02168 0.459
H 2.13869 -4.80689 1.77537 0.239
H 3.04264 -3.64287 2.76433 0.358
H 3.26799 -3.64845 0.98425 0.257
H -1.69783 -3.16142 -1.07438 0.493
H -1.69049 -2.74825 0.68804 0.183
H -0.91978 -5.47467 -0.64002 0.317
H -2.02813 -5.14621 0.72812 0.339
H -0.20278 -5.05148 0.88604 0.155
```